# 1
This record from the Open Molecules 2025 dataset describes a 10-piece molecular cluster, C35H68BBrF9N9O16S overall. The level of theory is ωB97M-V/def2-TZVPD.

Element x y z (Å)
C  -1.76  -0.79  1.42
O  -2.56  -0.91  0.22
B  -1.90  -0.54  -0.91
O  -1.43  0.70  -1.10
C  -1.80  -1.64  -2.10
Br  -2.73  -0.69  -3.59
O  -2.50  -2.86  -1.92
C  -1.99  -3.79  -2.76
O  -2.37  -4.89  -2.88
O  -0.93  -3.25  -3.45
C  -0.49  -2.15  -2.67
S  0.55  -2.95  -1.34
O  1.19  -4.11  -1.88
O  -0.22  -3.03  -0.13
C  1.84  -1.65  -1.09
F  2.28  -1.39  -2.34
F  1.23  -0.54  -0.60
C  3.07  -2.02  -0.22
F  3.70  -3.09  -0.75
F  3.90  -0.94  -0.34
C  2.86  -2.19  1.31
F  4.11  -2.14  1.85
F  2.16  -1.14  1.77
C  2.18  -3.52  1.83
F  0.97  -3.22  2.30
F  2.92  -4.03  2.83
F  2.08  -4.44  0.87
H  -2.13  -0.02  2.09
H  -1.73  -1.75  1.93
H  -0.73  -0.52  1.18
H  -0.62  0.79  -1.63
H  0.08  -1.44  -3.27
C  2.97  3.80  1.58
N  1.84  3.53  0.70
C  0.75  4.48  0.63
C  1.78  2.42  -0.04
O  0.84  2.14  -0.78
H  2.63  3.89  2.61
H  3.46  4.73  1.29
H  3.69  2.99  1.51
H  -0.19  4.01  0.92
H  0.65  4.84  -0.40
H  0.96  5.32  1.29
H  2.66  1.77  0.08
C  6.26  -2.97  -4.99
N  5.02  -2.40  -5.48
C  4.89  -2.09  -6.90
C  3.98  -2.15  -4.67
O  2.92  -1.68  -5.04
H  7.09  -2.29  -5.18
H  6.47  -3.92  -5.48
H  6.18  -3.14  -3.92
H  4.68  -1.03  -7.03
H  4.06  -2.65  -7.33
H  5.81  -2.35  -7.41
H  4.17  -2.42  -3.62
C  6.19  3.48  6.40
N  5.72  3.38  5.03
C  4.76  2.34  4.68
C  6.15  4.21  4.06
O  5.79  4.18  2.90
H  6.69  2.55  6.70
H  5.36  3.66  7.08
H  6.90  4.30  6.48
H  5.17  1.68  3.92
H  3.85  2.78  4.29
H  4.53  1.76  5.57
H  6.88  4.95  4.43
C  -3.22  1.40  7.23
N  -2.98  0.71  5.99
C  -3.92  -0.33  5.55
C  -1.92  0.97  5.21
O  -1.68  0.41  4.15
H  -3.23  0.70  8.07
H  -4.17  1.93  7.20
H  -2.43  2.13  7.40
H  -3.41  -1.28  5.43
H  -4.34  -0.05  4.58
H  -4.72  -0.42  6.28
H  -1.26  1.76  5.62
C  3.37  1.46  -4.89
N  3.41  2.84  -4.45
C  4.56  3.66  -4.80
C  2.42  3.39  -3.74
O  2.41  4.55  -3.35
H  4.22  0.91  -4.48
H  3.40  1.39  -5.97
H  2.45  0.98  -4.54
H  5.05  4.03  -3.90
H  4.25  4.52  -5.39
H  5.27  3.07  -5.37
H  1.59  2.70  -3.53
C  -3.40  5.31  -2.75
N  -3.24  4.64  -1.48
C  -2.63  3.31  -1.45
C  -3.62  5.21  -0.32
O  -3.50  4.70  0.78
H  -4.04  4.72  -3.41
H  -2.44  5.45  -3.24
H  -3.86  6.29  -2.60
H  -3.32  2.58  -1.03
H  -1.73  3.32  -0.84
H  -2.38  3.03  -2.47
H  -4.06  6.21  -0.46
C  -6.12  2.38  -7.75
N  -5.23  1.71  -6.83
C  -5.28  0.26  -6.73
C  -4.35  2.37  -6.06
O  -3.59  1.83  -5.28
H  -7.16  2.19  -7.50
H  -5.94  2.05  -8.78
H  -5.94  3.46  -7.70
H  -5.53  -0.04  -5.71
H  -4.31  -0.18  -6.98
H  -6.03  -0.12  -7.41
H  -4.38  3.46  -6.20
C  -5.76  -3.16  1.00
N  -4.94  -3.61  2.11
C  -4.55  -5.01  2.17
C  -4.53  -2.78  3.08
O  -3.85  -3.12  4.03
H  -6.72  -3.69  0.99
H  -5.25  -3.32  0.06
H  -5.96  -2.09  1.11
H  -4.91  -5.47  3.09
H  -3.46  -5.09  2.16
H  -4.96  -5.53  1.31
H  -4.87  -1.75  2.93
C  -0.15  -5.16  4.56
N  -0.49  -5.04  5.97
C  0.54  -5.25  6.97
C  -1.74  -4.75  6.39
O  -2.06  -4.65  7.56
H  0.23  -6.16  4.35
H  0.62  -4.43  4.31
H  -1.03  -4.97  3.95
H  0.28  -6.07  7.63
H  0.66  -4.35  7.58
H  1.48  -5.47  6.47
H  -2.45  -4.61  5.56

Computed properties:
SMILES   COB(O)[C@]1(Br)OC(=O)O[C@@H]1S(=O)(=O)C(F)(F)C(F)(F)C(F)(F)C(F)(F)F.CN(C)C=O.CN(C)C=O.CN(C)C=O.CN(C)C=O.CN(C)C=O.CN(C)C=O.CN(C)C=O.CN(C)C=O.CN(C)C=O
Calculated total energy   -189581.951 eV
Energy relative to the best compared isomer or geometry (same formula, charge and spin)   0.0000 eV
Kohn-Sham gap   0.334 Eh
E_LUMO   0.400 eV
Largest force on an atom   0.977 eV/Å
Total charge   0

---

# 2
This record from the Open Molecules 2025 dataset describes a 13-piece molecular cluster, C35H68BrF6NO12S overall in a non-equilibrium geometry. The level of theory is ωB97M-V/def2-TZVPD.

Element x y z (Å)
C  7.34  0.41  0.22
C  5.82  0.24  -0.01
C  4.94  0.37  1.26
Br  5.91  0.16  2.96
C  3.72  -0.56  1.18
C  3.64  -1.75  1.87
C  2.48  -2.48  1.75
C  1.44  -2.08  0.95
C  0.19  -2.95  0.88
C  -0.94  -2.40  1.78
C  -2.22  -3.13  1.54
F  -2.24  -4.48  1.74
C  -3.36  -2.60  1.10
F  -3.71  -1.34  1.25
F  -4.24  -3.34  0.45
C  1.51  -0.90  0.23
C  2.67  -0.15  0.38
S  2.71  1.38  -0.53
C  1.03  1.92  -0.31
C  0.69  3.22  -0.08
C  -0.64  3.56  0.10
C  -1.60  2.57  0.05
C  -3.06  2.95  0.28
C  -3.55  2.16  1.54
C  -3.16  2.88  2.83
F  -2.63  4.12  2.80
C  -3.27  2.34  4.05
F  -2.44  2.63  5.03
F  -4.21  1.47  4.40
C  -1.23  1.27  -0.20
C  0.09  0.92  -0.38
N  0.48  -0.43  -0.62
H  7.61  1.39  0.63
H  7.86  0.31  -0.74
H  7.72  -0.40  0.85
H  5.53  1.06  -0.68
H  5.67  -0.70  -0.54
H  4.53  1.38  1.27
H  4.45  -2.07  2.51
H  2.43  -3.40  2.34
H  -0.13  -3.05  -0.17
H  0.48  -3.95  1.23
H  -0.59  -2.55  2.81
H  -1.07  -1.32  1.64
H  1.45  4.00  -0.02
H  -0.89  4.60  0.30
H  -3.69  2.66  -0.57
H  -3.16  4.01  0.52
H  -3.09  1.18  1.61
H  -4.63  1.97  1.48
H  -2.01  0.50  -0.27
H  -0.31  -1.05  -0.65
C  -7.75  3.10  2.72
O  -6.36  3.28  2.95
H  -8.15  4.03  2.33
H  -7.92  2.30  2.00
H  -8.26  2.86  3.66
H  -6.01  2.45  3.30
C  3.47  -1.93  -2.56
O  4.71  -2.18  -1.90
H  3.39  -0.87  -2.77
H  3.44  -2.49  -3.50
H  2.64  -2.24  -1.92
H  4.75  -3.13  -1.73
C  3.87  3.94  -3.66
O  3.45  4.15  -2.32
H  3.81  2.88  -3.88
H  3.21  4.49  -4.34
H  4.91  4.28  -3.79
H  3.50  5.09  -2.14
C  -4.89  4.18  -2.87
O  -5.17  2.92  -2.27
H  -3.93  4.53  -2.50
H  -4.83  4.08  -3.96
H  -5.66  4.91  -2.61
H  -6.03  2.63  -2.61
C  -4.79  -6.24  3.90
O  -4.01  -6.94  2.94
H  -5.15  -6.95  4.64
H  -4.19  -5.47  4.40
H  -5.65  -5.76  3.42
H  -3.70  -6.29  2.30
C  1.49  -5.02  -3.09
O  2.90  -4.87  -2.94
H  1.08  -4.08  -3.43
H  1.26  -5.80  -3.83
H  1.03  -5.28  -2.13
H  3.25  -5.71  -2.64
C  -0.08  2.66  -4.34
O  0.84  3.34  -5.22
H  -0.16  3.24  -3.42
H  -1.06  2.59  -4.82
H  0.30  1.67  -4.11
H  0.90  2.82  -6.02
C  -4.07  -0.61  -2.72
O  -3.20  0.40  -3.20
H  -3.47  -1.47  -2.44
H  -4.62  -0.24  -1.84
H  -4.78  -0.90  -3.50
H  -3.74  1.16  -3.45
C  -3.25  -4.58  -2.15
O  -2.32  -3.91  -3.01
H  -3.37  -3.99  -1.25
H  -4.22  -4.68  -2.66
H  -2.87  -5.58  -1.89
H  -2.23  -4.44  -3.80
C  2.47  -6.37  4.01
O  2.01  -5.33  3.16
H  3.46  -6.68  3.68
H  2.53  -6.02  5.05
H  1.79  -7.23  3.95
H  1.14  -5.07  3.46
C  0.05  6.61  -2.82
O  -0.77  5.95  -3.78
H  -0.55  7.35  -2.30
H  0.45  5.89  -2.10
H  0.88  7.12  -3.32
H  -0.22  5.30  -4.23
C  7.57  2.54  5.95
O  6.81  3.31  5.02
H  8.01  3.22  6.67
H  6.92  1.84  6.48
H  8.36  2.00  5.44
H  6.42  2.70  4.39

Computed properties:
Calculated total energy   -160633.601 eV
Kohn-Sham gap   0.289 Eh
E_LUMO   0.224 eV
Largest force on an atom   1.784 eV/Å
Total charge   0

---

# 3
This record from the Open Molecules 2025 dataset describes a 11-piece molecular cluster, C35H69Cl21N3O2 overall in a non-equilibrium geometry. The level of theory is ωB97M-V/def2-TZVPD.

Element x y z (Å)
C  -1.97  3.52  -2.04
C  -0.74  2.96  -1.92
N  -0.01  2.84  -0.68
C  0.11  3.93  0.12
N  0.93  4.92  -0.09
C  1.87  4.97  -1.22
C  1.28  5.72  -2.41
C  3.21  5.55  -0.75
C  3.67  4.95  0.59
C  5.18  4.77  0.69
N  -0.77  3.79  1.15
Cl  -0.56  4.88  2.47
C  -0.64  2.34  1.55
C  -0.24  1.63  0.21
C  -1.34  0.75  -0.36
C  -1.61  -0.49  0.48
O  -2.08  -0.11  1.77
O  1.01  1.03  0.23
C  1.33  0.25  1.40
C  2.00  -1.05  0.98
C  1.88  -2.14  2.05
H  -2.22  4.56  -1.83
H  -2.78  2.91  -2.44
H  -0.20  2.63  -2.80
H  0.92  5.67  0.60
H  2.08  3.95  -1.54
H  1.53  6.78  -2.42
H  0.19  5.62  -2.40
H  1.59  5.22  -3.33
H  3.09  6.63  -0.69
H  3.92  5.32  -1.54
H  3.37  5.63  1.39
H  3.20  3.98  0.78
H  5.41  4.41  1.69
H  5.55  4.00  0.01
H  5.73  5.71  0.58
H  0.18  2.32  2.26
H  -1.59  2.06  1.97
H  -2.27  1.32  -0.40
H  -1.06  0.39  -1.35
H  -0.72  -1.11  0.55
H  -2.37  -1.08  -0.02
H  -2.56  -0.84  2.16
H  2.02  0.80  2.04
H  0.44  0.02  2.00
H  1.48  -1.39  0.08
H  3.04  -0.87  0.69
H  2.76  -2.78  2.02
H  1.79  -1.74  3.06
H  1.04  -2.80  1.82
Cl  -0.28  -2.46  -2.05
C  -1.29  -2.64  -3.52
C  -2.61  -1.94  -3.37
Cl  -3.63  -2.71  -2.14
H  -1.41  -3.70  -3.71
H  -0.73  -2.21  -4.35
H  -3.15  -1.96  -4.32
H  -2.47  -0.90  -3.08
Cl  -7.19  -3.30  1.06
C  -5.83  -4.36  0.58
C  -4.81  -4.51  1.68
Cl  -3.93  -3.00  2.00
H  -5.39  -3.94  -0.31
H  -6.26  -5.33  0.34
H  -4.07  -5.26  1.39
H  -5.27  -4.83  2.62
Cl  -1.62  -4.69  4.07
C  -0.90  -3.90  5.49
C  -1.74  -2.74  5.96
Cl  -1.71  -1.38  4.80
H  0.11  -3.57  5.24
H  -0.83  -4.65  6.28
H  -1.36  -2.36  6.90
H  -2.78  -3.05  6.09
Cl  -0.53  -6.80  -3.76
C  -0.93  -7.11  -5.47
C  -0.90  -5.85  -6.28
Cl  -2.22  -4.73  -5.82
H  -1.91  -7.59  -5.50
H  -0.19  -7.81  -5.86
H  -1.03  -6.07  -7.34
H  0.04  -5.32  -6.15
Cl  -3.21  -7.85  1.86
C  -1.81  -8.85  1.38
C  -0.78  -8.96  2.47
Cl  0.04  -7.41  2.79
H  -1.38  -8.41  0.48
H  -2.19  -9.84  1.14
H  -0.02  -9.67  2.19
H  -1.24  -9.29  3.40
Cl  -5.05  -3.93  6.04
C  -6.30  -3.00  6.92
C  -6.59  -1.69  6.24
Cl  -5.20  -0.57  6.34
H  -5.95  -2.85  7.94
H  -7.20  -3.61  6.94
H  -7.43  -1.20  6.72
H  -6.82  -1.83  5.18
Cl  3.67  -8.73  -4.43
C  4.20  -8.02  -2.89
C  3.30  -6.90  -2.44
Cl  3.44  -5.47  -3.51
H  5.23  -7.69  -3.00
H  4.17  -8.82  -2.14
H  3.58  -6.58  -1.44
H  2.26  -7.20  -2.44
Cl  7.16  7.49  3.26
C  8.90  7.23  2.95
C  9.13  6.24  1.84
Cl  8.65  4.59  2.31
H  9.36  6.91  3.88
H  9.32  8.20  2.67
H  10.19  6.20  1.60
H  8.58  6.51  0.95
Cl  3.26  5.25  -5.75
C  2.23  5.16  -7.20
C  0.85  5.71  -6.93
Cl  -0.08  4.69  -5.80
H  2.19  4.13  -7.51
H  2.71  5.75  -7.97
H  0.29  5.76  -7.86
H  0.90  6.71  -6.50
Cl  -2.23  7.08  -1.80
C  -2.17  7.02  -0.01
C  -3.25  7.85  0.63
Cl  -3.00  9.59  0.36
H  -1.18  7.36  0.29
H  -2.28  5.98  0.28
H  -3.25  7.69  1.70
H  -4.23  7.59  0.24

Computed properties:
Calculated total energy   -308943.921 eV
Kohn-Sham gap   0.313 Eh
E_LUMO   -2.777 eV
Largest force on an atom   1.980 eV/Å
Total charge   +1

---

HOMO values, unit eV, following the record order: -8.7, -7.7, -11.3.